[1]
A structure of composition C29H31BN11O2OsS, computed with wB97M-V/def2-TZVPD.

Positions of all 76 atoms, in Å:
Os: -0.2900 -1.1251 -0.6025
C: -0.3113 -2.4043 -4.0843
C: -0.2057 -0.9558 -3.7485
C: -0.0994 0.0894 -4.6535
C: -0.2099 1.2533 -3.9154
N: -0.3611 0.9473 -2.6289
N: -0.3139 -0.4160 -2.5003
B: -0.8410 1.8753 -1.4403
N: -2.0880 1.1611 -0.8591
C: -3.3259 1.6348 -0.7081
C: -4.1597 0.5907 -0.3538
C: -3.3636 -0.5471 -0.3126
C: -3.8287 -1.9294 -0.0140
N: -2.0937 -0.1724 -0.6097
N: 0.2976 1.8506 -0.4075
C: 1.1203 2.8139 0.0032
C: 2.2129 2.2245 0.6167
C: 2.0121 0.8593 0.5265
C: 3.0073 -0.1513 0.9887
N: 0.8084 0.6252 -0.0746
N: -1.2243 3.2236 -1.9405
C: -2.1227 3.5156 -2.9292
C: -2.4393 4.8378 -2.8291
C: -1.7000 5.3120 -1.7144
C: -1.6645 6.6941 -1.1549
N: -0.9924 4.3399 -1.1823
H: 0.1172 -2.5766 -5.0701
H: -1.3648 -2.6873 -4.1226
H: 0.1617 -3.0656 -3.3701
H: 0.0094 0.0040 -5.7207
H: -0.2013 2.2825 -4.2329
H: -3.5332 2.6802 -0.8701
H: -5.2147 0.6369 -0.1487
H: -4.8267 -1.8756 0.4148
H: -3.1834 -2.4577 0.6801
H: -3.8840 -2.5171 -0.9306
H: 0.8625 3.8414 -0.1909
H: 3.0649 2.7196 1.0488
H: 3.8625 0.3837 1.3960
H: 3.3729 -0.7646 0.1651
H: 2.6202 -0.8025 1.7683
H: -2.4801 2.7655 -3.6167
H: -3.0993 5.4010 -3.4670
H: -1.3346 7.4072 -1.9101
H: -0.9849 6.7429 -0.3072
H: -2.6561 7.0031 -0.8251
C: 1.7770 -0.2357 7.1414
C: 1.3037 -0.7723 5.8268
C: 0.9332 0.0907 4.7893
C: 0.4815 -0.3996 3.5826
C: 0.4013 -1.7850 3.4187
C: 0.7535 -2.6744 4.4372
C: 1.2084 -2.1539 5.6297
S: -0.1662 -2.4325 1.9425
O: -1.1142 -1.4039 1.3246
O: -0.5916 -3.7747 2.0781
N: 0.8561 -2.1445 0.7182
C: 1.7561 -2.7479 -0.1161
C: 2.7472 -3.6940 0.0429
C: 3.5666 -3.8818 -1.0568
C: 3.3909 -3.1283 -2.2200
C: 2.3505 -2.2284 -2.3041
N: 1.5241 -2.0793 -1.2605
H: 1.8091 0.8510 7.1472
H: 2.7737 -0.6158 7.3706
H: 1.1161 -0.5664 7.9439
H: 0.9865 1.1604 4.9436
H: 0.1729 0.2713 2.7913
H: 0.6552 -3.7416 4.2923
H: 1.4819 -2.8264 6.4324
H: 2.8739 -4.2384 0.9672
H: 4.3662 -4.6090 -1.0071
H: 4.0595 -3.2460 -3.0601
H: 2.1741 -1.6208 -3.1792
N: -1.6043 -3.8241 -1.5721
C: -1.1744 -2.8166 -1.2067

- Frontier orbital gap (alpha / beta): 6.26 / 4.85 eV
- Net charge: +2
- 2S+1: 2
- HOMO level (alpha / beta): -14.07 / -14.07 eV
- Maximum force: 0.75 eV/A
- Total energy: -65028.2247 eV



[2]
A structure of composition C29H31BNO2SSbTi, computed with wB97M-V/def2-TZVPD.

Positions of all 67 atoms, in Å:
Ti: 0.7398 -0.9080 -0.2646
S: 2.4937 -2.2851 -1.1223
C: 2.8967 -2.1458 0.5935
C: 4.0782 -2.5705 1.2042
C: 4.2137 -2.3900 2.5599
C: 3.2024 -1.7782 3.3090
C: 2.0773 -1.3662 2.6479
N: 1.9324 -1.5590 1.3242
H: 4.8477 -3.0354 0.6050
H: 5.1151 -2.7284 3.0561
H: 3.2935 -1.6243 4.3739
H: 1.2518 -0.8773 3.1467
C: -6.2352 -3.2114 -1.3076
C: -5.5919 -3.7963 -0.2256
C: -4.2140 -3.6905 -0.0971
C: -3.4682 -2.9822 -1.0385
C: -4.1173 -2.4078 -2.1280
C: -5.4966 -2.5232 -2.2585
Sb: -1.3719 -2.9951 -0.8027
C: -1.3541 -1.9319 1.1171
C: -1.1551 -0.5690 1.3449
C: -1.2397 0.0124 2.6070
C: -1.5322 -0.7910 3.6939
C: -1.6981 -2.1619 3.5080
C: -1.5919 -2.7257 2.2469
C: -1.0218 -1.1513 -1.9113
C: -0.0018 -1.0627 -2.8721
C: 0.1845 0.1073 -3.6067
C: -0.6629 1.1861 -3.4156
C: -1.7113 1.1060 -2.5031
C: -1.8838 -0.0478 -1.7615
H: -7.3082 -3.3027 -1.4138
H: -6.1629 -4.3404 0.5153
H: -3.7425 -4.1690 0.7547
H: -3.5644 -1.8705 -2.8876
H: -5.9956 -2.0762 -3.1085
H: -1.0207 0.1428 0.5233
H: -1.0816 1.0771 2.7162
H: -1.6212 -0.3644 4.6845
H: -1.9108 -2.7992 4.3570
H: -1.7151 -3.7994 2.1577
H: 0.6242 -1.9192 -3.0837
H: 0.9869 0.1602 -4.3302
H: -0.5153 2.0938 -3.9872
H: -2.3834 1.9414 -2.3593
H: -2.6970 -0.1017 -1.0473
C: 0.6278 4.4348 -0.4147
C: 1.4766 3.3114 0.1338
C: 1.7170 3.4706 1.6208
O: 0.7176 2.0597 -0.0264
B: 1.6263 1.0726 -0.3574
O: 2.8763 1.5562 -0.6210
C: 2.7768 3.0188 -0.6738
C: 2.6758 3.3818 -2.1424
C: 4.0390 3.5904 -0.0673
H: -0.2692 4.5547 0.1943
H: 0.3229 4.2413 -1.4415
H: 1.1667 5.3856 -0.3948
H: 0.7548 3.4987 2.1346
H: 2.2504 4.3946 1.8479
H: 2.2958 2.6380 2.0254
H: 1.7894 2.9400 -2.6038
H: 3.5527 3.0053 -2.6686
H: 2.6301 4.4619 -2.2913
H: 4.2264 3.1946 0.9287
H: 3.9819 4.6799 -0.0002
H: 4.8933 3.3408 -0.6964

- Frontier orbital gap (alpha / beta): 7.64 / 7.98 eV
- Net charge: +1
- 2S+1: 2
- HOMO level (alpha / beta): -10.95 / -11.09 eV
- Maximum force: 0.94 eV/A
- Total energy: -77321.9064 eV



[3]
A structure of composition C29H31LiNO2P2Se2 at a distorted geometry, computed with wB97M-V/def2-TZVPD.

Positions of all 68 atoms, in Å:
Li: 0.4724 -1.8095 -0.8796
O: 0.5197 -5.7101 -4.9798
C: -0.1400 -4.4917 -5.2340
C: -0.0682 -3.4721 -4.1050
C: -0.6792 -2.1524 -4.5032
O: -1.9806 -2.2432 -5.0839
C: -0.9832 -4.0165 -2.9536
Se: -1.5399 -2.9215 -1.3905
C: 1.4001 -3.3025 -3.5359
Se: 2.0340 -1.5824 -2.7392
H: 0.5954 -5.8142 -3.9852
H: -1.1506 -4.6562 -5.4917
H: 0.3863 -4.0750 -6.1684
H: -0.0163 -1.6558 -5.1965
H: -0.7962 -1.5240 -3.6179
H: -1.9045 -2.5389 -5.9827
H: -0.5824 -4.9289 -2.4972
H: -1.9821 -4.3144 -3.3913
H: 2.0560 -3.6315 -4.3072
H: 1.4650 -4.0644 -2.7087
N: -0.6633 0.6948 1.7742
P: 0.4033 -0.4733 2.4158
C: -0.0293 -0.4491 4.1801
C: 0.8816 -0.9206 5.0831
C: 0.5598 -1.0691 6.4230
C: -0.6260 -0.5455 6.8545
C: -1.5911 -0.1219 5.9680
C: -1.2750 -0.0705 4.6093
C: 1.9433 0.4820 2.4469
C: 3.0825 -0.1147 1.8769
C: 4.2976 0.5508 1.7687
C: 4.4322 1.8522 2.2593
C: 3.3221 2.4041 2.8735
C: 2.0915 1.7605 2.9581
P: -0.6728 0.7255 0.0567
C: 0.3144 2.2513 -0.2590
C: -0.2245 3.5556 -0.1031
C: 0.5969 4.6289 -0.3077
C: 1.9475 4.4351 -0.6088
C: 2.4841 3.1629 -0.7996
C: 1.6641 2.0809 -0.6171
C: -2.3496 1.2913 -0.4076
C: -3.3944 1.7612 0.5164
C: -4.6392 2.0671 0.0130
C: -4.8793 2.1069 -1.3456
C: -3.8820 1.6233 -2.2007
C: -2.6510 1.2373 -1.7426
H: -0.7497 1.5677 2.2273
H: 1.8434 -1.1567 4.5753
H: 1.3607 -1.3041 7.1302
H: -0.7547 -0.5152 7.9374
H: -2.5655 0.2414 6.1965
H: -1.9474 0.1279 3.8076
H: 2.9842 -1.0496 1.3737
H: 5.1187 0.0614 1.2042
H: 5.3088 2.4666 2.0913
H: 3.3665 3.4932 3.2257
H: 1.3297 2.2724 3.5275
H: -1.3337 3.6369 -0.0109
H: 0.1834 5.6911 -0.3048
H: 2.5355 5.3359 -0.7544
H: 3.5350 3.0856 -1.1118
H: 2.0174 1.0693 -0.7531
H: -3.1794 1.7721 1.5870
H: -5.4802 2.2765 0.6680
H: -5.8325 2.3976 -1.8081
H: -4.1069 1.5865 -3.2565
H: -1.8825 0.9415 -2.4865

- Frontier orbital gap: 5.83 eV
- Net charge: -1
- HOMO level: -3.49 eV
- Maximum force: 2.87 eV/A
- Total energy: -185638.3771 eV



[4]
A structure of composition C29H31N5O2W at a distorted geometry, computed with wB97M-V/def2-TZVPD.

Positions of all 68 atoms, in Å:
W: 0.9023 0.0314 0.0346
C: 0.4851 -0.7033 2.6176
C: 1.2602 -2.0032 2.5413
C: 1.5270 -2.6467 3.7383
C: 2.2639 -3.8185 3.7496
C: 2.8140 -4.2862 2.5711
C: 2.5941 -3.6491 1.3525
C: 3.3478 -4.1264 0.1384
C: 1.7331 -2.5460 1.3397
N: 1.3323 -1.9247 0.1025
C: 0.9887 -2.7118 -1.0085
O: 0.7760 -3.8897 -1.0250
C: 0.9325 -1.8584 -2.2451
C: 0.9480 -2.3201 -3.5425
C: 1.0053 -1.3842 -4.5712
C: 1.0789 -0.0235 -4.2775
C: 1.0644 0.3553 -2.9572
N: 0.9643 -0.5531 -1.9808
C: 1.2801 1.7413 -2.4070
O: 1.3399 2.7458 -3.0527
N: 1.4176 1.6028 -1.0341
C: 1.6528 2.5594 -0.0214
C: 2.7513 2.2840 0.8239
C: 3.5853 1.0366 0.6156
C: 3.0628 3.1852 1.8252
C: 2.3077 4.3408 1.9715
C: 1.2131 4.5854 1.1520
C: 0.8476 3.6987 0.1501
C: -0.3358 3.9636 -0.7380
H: 0.6172 -0.2640 3.6045
H: -0.5812 -0.8110 2.4366
H: 0.9051 0.1285 1.9936
H: 1.1693 -2.2247 4.6704
H: 2.4455 -4.3349 4.6825
H: 3.4588 -5.1565 2.5877
H: 4.3461 -4.4444 0.4364
H: 3.4596 -3.3410 -0.6098
H: 2.8548 -4.9740 -0.3373
H: 0.9292 -3.3869 -3.7218
H: 1.0264 -1.7155 -5.6011
H: 1.1729 0.7328 -5.0453
H: 4.3945 1.2135 -0.0962
H: 3.0472 0.1725 0.1787
H: 4.0128 0.6923 1.5542
H: 3.8998 2.9933 2.4853
H: 2.5730 5.0563 2.7391
H: 0.6280 5.4862 1.2919
H: -1.0174 4.6683 -0.2658
H: -0.8818 3.0442 -0.9596
H: -0.0158 4.3854 -1.6923
N: -1.1113 -0.0271 0.0005
C: -2.2799 -0.0735 0.0054
N: -3.5524 -0.1247 0.0045
C: -4.3579 0.5500 1.0697
C: -5.2194 1.6295 0.4335
C: -6.0738 1.0481 -0.6940
C: -5.1990 0.3716 -1.7507
C: -4.3292 -0.7096 -1.1289
H: -3.6795 0.9405 1.8249
H: -4.9760 -0.2258 1.5238
H: -4.5751 2.4224 0.0429
H: -5.8434 2.0700 1.2114
H: -6.6690 1.8353 -1.1543
H: -6.7774 0.3196 -0.2797
H: -4.5601 1.1138 -2.2378
H: -5.8108 -0.0902 -2.5260
H: -3.6310 -1.1490 -1.8379
H: -4.9388 -1.5069 -0.7020

- Frontier orbital gap (alpha / beta): 6.61 / 6.23 eV
- Net charge: +2
- 2S+1: 3
- HOMO level (alpha / beta): -13.54 / -13.98 eV
- Maximum force: 1.06 eV/A
- Total energy: -43933.3434 eV



[5]
A structure of composition C29H31NP3PtS at a distorted geometry, computed with wB97M-V/def2-TZVPD.

Positions of all 66 atoms, in Å:
Pt: -1.8512 -1.3799 0.6166
C: -2.1499 -2.1585 4.1656
P: -1.1251 -1.3638 2.8914
C: 0.5377 -1.9803 3.3234
C: -1.0437 0.3969 3.4488
C: -0.6191 0.7061 4.7477
C: -0.4883 2.0218 5.1703
C: -0.7918 3.0478 4.2984
C: -1.2339 2.7504 3.0175
C: -1.3636 1.4301 2.5812
P: -1.9822 1.0417 0.8927
C: -1.3074 2.4111 -0.1242
C: -3.7297 1.5766 1.0094
H: -1.7006 -2.0793 5.1578
H: -2.2626 -3.2075 3.8978
H: -3.1373 -1.6964 4.1704
H: 0.8177 -1.7078 4.3439
H: 1.2699 -1.5745 2.6284
H: 0.5334 -3.0660 3.2243
H: -0.3854 -0.0974 5.4411
H: -0.1480 2.2427 6.1767
H: -0.6892 4.0805 4.6170
H: -1.4888 3.5641 2.3441
H: -1.8360 3.3525 0.0701
H: -1.4299 2.1480 -1.1712
H: -0.2420 2.5401 0.0752
H: -3.8119 2.5975 1.4017
H: -4.2694 0.8893 1.6605
H: -4.1715 1.5281 0.0116
N: -0.3795 -1.6913 -0.7465
P: 0.6000 -0.9107 -1.6364
C: -0.1853 0.2333 -2.8293
C: -1.5622 0.1021 -2.9771
C: -2.2558 0.9173 -3.8703
C: -1.5758 1.8695 -4.6137
C: -0.2019 2.0132 -4.4655
C: 0.4922 1.1958 -3.5775
C: 1.8587 0.0716 -0.7375
C: 1.6494 0.3033 0.6161
C: 2.5609 1.0482 1.3663
C: 3.6977 1.5599 0.7582
C: 3.9342 1.3053 -0.5870
C: 3.0242 0.5581 -1.3300
C: 1.6170 -2.0062 -2.6731
C: 2.4906 -2.8764 -2.0163
C: 3.2194 -3.8117 -2.7360
C: 3.0762 -3.8928 -4.1194
C: 2.2061 -3.0384 -4.7783
C: 1.4727 -2.0964 -4.0561
H: -2.0771 -0.6389 -2.3788
H: -3.3289 0.8062 -3.9840
H: -2.1140 2.5022 -5.3110
H: 0.3311 2.7615 -5.0410
H: 1.5641 1.3168 -3.4668
H: 0.7647 -0.1133 1.0673
H: 2.3764 1.2207 2.4228
H: 4.4081 2.1474 1.3339
H: 4.8332 1.6833 -1.0583
H: 3.2377 0.3351 -2.3698
H: 2.5851 -2.8171 -0.9367
H: 3.8935 -4.4877 -2.2203
H: 3.6442 -4.6285 -4.6809
H: 2.0904 -3.1070 -5.8557
H: 0.7869 -1.4336 -4.5727
S: -5.0595 -2.3934 1.0598
C: -3.5750 -2.0211 0.9135

- Frontier orbital gap (alpha / beta): 6.82 / 5.93 eV
- Net charge: 0
- 2S+1: 2
- HOMO level (alpha / beta): -6.25 / -6.15 eV
- Maximum force: 1.25 eV/A
- Total energy: -74013.9477 eV



[6]
A structure of composition C29H31NP3PtS, computed with wB97M-V/def2-TZVPD.

Positions of all 66 atoms, in Å:
Pt: 0.3633 1.4478 1.4648
C: 3.8625 2.3612 0.6026
P: 2.1135 2.3148 0.1318
C: 2.1596 1.9869 -1.6548
C: 0.4618 4.4654 -0.6059
C: 0.8579 5.4505 -1.5080
C: -0.0339 5.9680 -2.4380
C: -1.3412 5.5052 -2.4857
C: -1.7430 4.5092 -1.6079
C: -0.8560 3.9793 -0.6758
P: -1.3593 2.5912 0.3924
C: -2.3507 1.5188 -0.6876
C: -2.5856 3.2876 1.5279
H: 4.3729 3.1128 -0.0028
H: 4.3262 1.3861 0.4556
H: 3.9352 2.6377 1.6537
H: 2.6250 2.8211 -2.1844
H: 1.1476 1.8480 -2.0314
H: 2.7298 1.0777 -1.8476
H: 1.8730 5.8246 -1.4571
H: 0.2910 6.7408 -3.1233
H: -2.0427 5.9113 -3.2030
H: -2.7601 4.1371 -1.6623
H: -3.2718 2.0006 -1.0206
H: -2.5963 0.6164 -0.1267
H: -1.7614 1.2288 -1.5572
H: -3.3317 3.8659 0.9781
H: -2.0763 3.9272 2.2472
H: -3.0728 2.4717 2.0624
N: -0.2535 -0.3186 2.1691
P: -0.0698 -0.3283 3.7471
C: -0.7921 1.0748 4.6529
C: -0.0346 2.0238 5.3305
C: -0.6457 3.1331 5.9053
C: -2.0189 3.2966 5.8163
C: -2.7855 2.3477 5.1478
C: -2.1758 1.2480 4.5675
C: -0.9588 -1.7501 4.4541
C: -1.3428 -1.8273 5.7924
C: -2.0056 -2.9493 6.2672
C: -2.2890 -4.0037 5.4069
C: -1.9112 -3.9331 4.0742
C: -1.2476 -2.8089 3.5979
C: 1.6301 -0.4975 4.4028
C: 1.9774 -1.5331 5.2696
C: 3.2802 -1.6639 5.7370
C: 4.2555 -0.7594 5.3477
C: 3.9231 0.2746 4.4808
C: 2.6258 0.4004 4.0087
H: 1.0386 1.9106 5.4049
H: -0.0441 3.8712 6.4199
H: -2.4936 4.1587 6.2677
H: -3.8591 2.4707 5.0767
H: -2.7771 0.5171 4.0376
H: -1.1286 -1.0071 6.4677
H: -2.3051 -3.0017 7.3061
H: -2.8083 -4.8785 5.7776
H: -2.1380 -4.7517 3.4029
H: -0.9640 -2.7268 2.5554
H: 1.2361 -2.2563 5.5836
H: 3.5291 -2.4779 6.4059
H: 5.2692 -0.8587 5.7152
H: 4.6780 0.9859 4.1689
H: 2.3905 1.2124 3.3269
S: 0.9747 3.9236 2.1026
C: 1.3951 3.9075 0.4045

- Frontier orbital gap (alpha / beta): 6.84 / 6.97 eV
- Net charge: 0
- 2S+1: 4
- HOMO level (alpha / beta): -6.15 / -7.15 eV
- Maximum force: 0.82 eV/A
- Total energy: -74013.6634 eV



[7]
A structure of composition C29H32BrN2O8PS2Sc, computed with wB97M-V/def2-TZVPD.

Positions of all 76 atoms, in Å:
Sc: -1.6683 0.8176 0.1224
N: -2.8428 -1.1382 1.4357
C: -4.0499 -0.9193 2.2308
C: -4.0237 0.4299 2.9478
C: -4.1390 1.5953 1.9785
O: -5.0318 2.4175 2.0724
O: -3.2424 1.5853 1.0390
H: -2.9165 -1.9707 0.8651
H: -2.0283 -1.2630 2.0336
H: -4.1962 -1.7071 2.9800
H: -4.9110 -0.9567 1.5583
H: -3.0862 0.5159 3.5047
H: -4.8483 0.4885 3.6579
O: 1.2258 -0.7089 -0.8191
C: 0.2244 -1.5349 -0.7198
O: -0.8778 -1.1792 -0.3260
C: 0.5037 -2.9677 -1.1123
N: 1.9508 -3.1443 -1.2694
C: 2.2103 -3.8718 -2.5135
C: 1.1050 -3.3606 -3.4254
C: -0.1064 -3.3013 -2.4921
H: 0.0796 -3.5802 -0.3149
H: 2.3741 -3.5387 -0.4407
H: 2.0103 -1.2823 -0.9996
H: 2.1281 -4.9594 -2.3841
H: 3.2109 -3.6485 -2.8845
H: 0.9396 -4.0008 -4.2910
H: 1.3479 -2.3602 -3.7861
H: -0.6050 -4.2697 -2.4439
H: -0.8470 -2.5630 -2.7995
Br: 0.2941 0.4398 -4.9113
C: -1.3475 1.3965 -4.9624
C: -1.6932 1.9545 -6.1859
C: -2.8916 2.6336 -6.3220
C: -3.7567 2.7394 -5.2412
C: -3.4086 2.1679 -4.0312
C: -2.1931 1.5033 -3.8624
C: -1.8858 0.9859 -2.4802
O: -0.7129 0.8897 -2.0902
O: -2.8644 0.7414 -1.7034
H: -1.0198 1.8506 -7.0254
H: -3.1480 3.0750 -7.2768
H: -4.6975 3.2649 -5.3384
H: -4.0618 2.2276 -3.1710
S: 0.9658 -2.6868 1.9306
P: 1.2918 -0.7985 2.4719
S: -0.2322 0.5033 2.4708
C: 2.6285 -0.0698 1.4575
C: 3.8372 -0.7551 1.3452
C: 4.8684 -0.2337 0.5818
C: 4.6948 0.9747 -0.0865
C: 3.4928 1.6572 0.0191
C: 2.4599 1.1397 0.7928
C: 2.0188 -0.7321 4.1484
C: 2.2594 -1.8840 4.8838
C: 2.8387 -1.8011 6.1451
C: 3.1841 -0.5675 6.6727
C: 2.9441 0.5894 5.9388
C: 2.3626 0.5079 4.6851
H: 3.9617 -1.7052 1.8528
H: 5.8066 -0.7699 0.5035
H: 5.4968 1.3798 -0.6920
H: 3.3347 2.5928 -0.5021
H: 1.5203 1.6780 0.8555
H: 1.9870 -2.8411 4.4573
H: 3.0174 -2.7059 6.7137
H: 3.6394 -0.5026 7.6536
H: 3.2074 1.5576 6.3460
H: 2.1633 1.4109 4.1201
C: -2.0341 4.3379 -0.7228
C: -0.7124 3.8138 -0.2021
O: 0.2829 4.5140 -0.1403
O: -0.7274 2.5506 0.1139
H: -2.0200 5.4250 -0.7538
H: -2.8639 3.9661 -0.1220
H: -2.1777 3.9610 -1.7409

- Frontier orbital gap: 7.86 eV
- Net charge: -1
- HOMO level: -5.65 eV
- Maximum force: 0.59 eV/A
- Total energy: -171667.3740 eV